Here is C24H28BrCrF6N7O3 as an isolated structure from the OMol25 dataset. Energies are from ωB97M-V/def2-TZVPD.

Results
* calculated total energy: -156682.81844 eV
* expectation value of S²: 3.77
* ΔE to the lowest compared entry with this formula, charge and spin: 0.000 eV
* total charge: +1
* gap between HOMO and LUMO (alpha / beta): 7.90 / 7.68 eV
* LUMO level (alpha / beta): -2.75 / -2.97 eV
* multiplicity: 4

Each line ends with the Mulliken spin population.
Atoms and positions in Å:
C (2.02, 0.49, 5.56)  0.000
C (5.81, -0.10, -2.72)  -0.001
C (0.70, -0.20, 2.08)  0.000
H (-4.72, -1.68, -1.55)  0.000
H (-1.14, 1.20, 2.45)  0.001
N (-2.86, -0.30, -0.35)  -0.058
C (0.84, 0.38, 3.46)  -0.019
C (0.29, 2.09, 5.08)  0.001
C (-2.56, 2.50, 0.29)  0.008
F (-2.33, -3.63, -1.49)  0.001
H (0.05, -4.60, 0.85)  0.000
H (-6.27, 1.07, 1.03)  0.001
C (-0.20, -3.03, -0.65)  -0.019
H (2.78, 0.10, 6.23)  0.000
O (-0.94, 1.95, 3.05)  0.001
C (1.49, 0.76, -2.51)  -0.021
C (3.76, 0.91, -3.50)  0.002
H (1.44, 2.08, 6.88)  0.000
H (-3.63, 4.02, 1.15)  0.000
F (2.03, -2.48, -0.02)  0.000
H (-6.42, -1.41, -1.21)  0.000
C (5.88, 1.85, -4.13)  -0.001
C (1.31, -3.08, -1.01)  0.005
C (0.07, 1.48, 3.85)  0.005
C (-5.42, -1.32, -0.79)  0.002
H (-1.51, -3.78, 0.88)  0.000
N (-5.17, 0.08, -0.49)  0.012
Cr (-0.86, 0.00, -0.22)  3.023
H (7.62, 0.87, -3.34)  0.000
F (1.59, -2.42, -2.14)  0.001
C (1.27, 1.60, 5.92)  -0.001
H (2.50, 0.65, 1.31)  -0.001
H (-6.37, 1.83, -0.59)  0.001
C (-1.01, -3.86, -1.68)  0.009
F (-0.73, -3.51, -2.95)  0.001
O (-0.63, -1.74, -0.80)  0.036
C (6.54, 0.88, -3.39)  0.002
H (1.13, -1.21, 2.06)  0.002
H (3.99, 2.61, -4.78)  0.000
F (-0.81, -5.18, -1.56)  0.000
N (-3.73, 1.83, -0.01)  0.005
C (-0.44, -3.63, 0.73)  0.002
F (1.77, -4.33, -1.13)  0.001
H (-3.07, -1.28, -0.48)  0.016
Br (-0.39, 0.62, -2.79)  0.007
H (3.86, -0.87, -2.29)  0.000
H (-0.09, -2.94, 1.49)  0.002
H (-7.21, 0.34, -0.28)  0.000
N (1.14, 0.49, -0.15)  -0.059
H (-0.66, 2.55, 0.52)  0.003
O (-0.62, -0.22, 1.62)  0.000
N (1.50, 0.65, 1.15)  -0.007
C (4.42, -0.09, -2.78)  0.002
H (-4.55, 2.40, -0.08)  0.000
H (-0.32, 2.94, 5.36)  0.000
C (2.29, 0.92, -3.57)  0.009
H (-1.95, 4.28, 1.05)  0.000
C (-3.89, 0.48, -0.28)  0.015
H (1.84, 1.06, -4.55)  0.000
H (6.32, -0.87, -2.17)  0.000
H (2.37, -0.98, 4.04)  0.000
N (-2.76, 3.78, 0.71)  0.004
H (6.45, 2.60, -4.66)  0.000
C (1.93, 0.74, -1.12)  0.042
N (-1.40, 1.96, 0.15)  -0.032
C (-6.30, 0.89, -0.04)  -0.002
H (-5.35, -1.95, 0.10)  -0.001
C (4.50, 1.86, -4.19)  0.003
H (2.97, 1.00, -0.93)  -0.001
C (1.79, -0.11, 4.33)  0.001

---

Here is a 8-piece molecular cluster, C24H28Cl8N4 overall from the OMol25 dataset. Energies are from ωB97M-V/def2-TZVPD.

Results
* calculated total energy: -131480.87391 eV
* ΔE to the lowest compared entry with this formula, charge and spin: 0.600 eV
* SMILES: c1ccncc1.c1ccncc1.c1ccncc1.c1ccncc1.ClCCl.ClCCl.ClCCl.ClCCl
* gap between HOMO and LUMO: 10.12 eV
* LUMO level: 0.49 eV
* multiplicity: 1

Each line ends with the Löwdin charge.
Atoms and positions in Å:
H (3.88, 0.00, 1.18)  -0.072
H (-2.80, -1.16, 3.52)  0.102
Cl (1.33, -0.26, -0.12)  0.587
Cl (0.65, 2.59, 0.10)  0.543
C (1.22, -2.49, 2.79)  -1.022
C (-2.92, -2.05, 2.92)  -0.150
C (-3.30, -3.25, 3.51)  -0.053
H (0.57, 0.36, -3.23)  0.109
C (-2.40, 1.55, -2.34)  -0.176
C (6.43, -2.58, 1.36)  -0.053
N (-3.12, 0.45, -2.28)  0.070
C (-1.05, 1.59, -2.67)  -0.078
H (-0.78, 0.70, -0.07)  -0.029
H (0.58, 5.17, -4.31)  0.117
H (-0.07, 0.86, 1.49)  -0.019
H (-2.96, 2.48, -2.22)  0.098
C (0.14, 0.92, 0.45)  -1.015
C (-3.46, -4.31, 2.67)  -0.100
H (3.14, 1.58, 1.57)  0.006
C (-2.49, -0.71, -2.52)  -0.159
C (6.52, -2.78, 0.00)  -0.059
C (5.14, -2.52, 1.90)  -0.153
C (-3.28, -4.20, 1.33)  -0.052
H (-0.84, -1.80, -3.11)  0.109
C (-0.47, 0.35, -2.90)  -0.123
H (-1.41, 5.73, -0.55)  0.113
H (-3.78, -5.22, 3.08)  0.098
H (-3.39, -4.97, 0.55)  0.121
H (0.69, 5.37, -1.82)  0.104
H (-3.10, -1.54, -2.36)  0.080
C (4.04, 0.95, 1.58)  -1.054
H (-3.55, -3.32, 4.54)  0.103
C (4.17, -2.63, -0.14)  -0.178
H (-4.16, -0.13, 1.31)  -0.024
N (-2.60, 5.37, -2.18)  0.051
C (-1.18, -0.81, -2.83)  -0.093
H (0.55, -2.36, 1.96)  -0.010
Cl (0.55, -3.70, 3.86)  0.536
H (7.46, -2.90, -0.50)  0.100
Cl (-5.05, 1.00, 3.19)  0.498
H (-2.69, -2.83, -0.17)  0.093
Cl (1.47, -0.88, 3.53)  0.501
Cl (-2.85, 1.73, 1.41)  0.595
Cl (4.60, 0.75, 3.25)  0.498
H (-0.54, 2.57, -2.67)  0.085
C (-0.36, 5.22, -3.72)  -0.086
H (-4.94, 1.35, 0.79)  0.017
C (-1.62, 5.13, -4.30)  -0.075
C (5.35, -2.72, -0.78)  -0.066
H (-3.74, 5.26, -3.90)  0.109
C (-1.41, 5.46, -1.60)  -0.167
H (7.29, -2.71, 2.01)  0.107
C (-2.87, -2.94, 0.89)  -0.186
N (-2.68, -1.93, 1.63)  0.054
H (5.01, -2.29, 2.95)  0.096
H (5.37, -2.73, -1.86)  0.107
C (-2.73, 5.25, -3.48)  -0.171
N (4.02, -2.55, 1.19)  0.056
H (2.18, -2.78, 2.45)  -0.036
Cl (5.34, 1.65, 0.63)  0.515
C (-0.27, 5.34, -2.34)  -0.113
H (3.30, -2.56, -0.76)  0.088
C (-4.35, 0.88, 1.54)  -1.004
H (-1.75, 4.99, -5.39)  0.108